1.
ORCA calculation (wB97M-V/def2-TZVPD) on one molecule with the formula C2H4N2P2 in a non-equilibrium geometry.

## Properties
HOMO level: -8.63 eV
molecular weight: 118.02 g mol⁻¹
DFT total energy: -870.739615 a.u.
frontier orbital gap: 8.04 eV
max |F|: 2.789 eV Å⁻¹
ΔE to the lowest compared entry with this formula, charge and spin: 20.5 kcal/mol

CARTESIAN COORDINATES (ANGSTROEM)
C (-1.31, 0.02, 1.18)
N (-1.68, -1.14, 1.59)
P (-0.85, -2.64, 1.31)
N (0.05, -2.24, 0.11)
C (0.68, -1.06, -0.25)
P (0.47, 0.39, 1.17)
H (-2.19, 0.69, 1.19)
H (1.89, -1.03, -0.28)
H (0.45, -0.76, -1.32)
H (0.35, 1.42, 0.26)

---

2.
ORCA calculation (wB97M-V/def2-TZVPD) on a 2-piece molecular cluster, C2H4N2S overall in a non-equilibrium geometry.

## Properties
HOMO level: -8.98 eV
molecular weight: 88.14 g mol⁻¹
DFT total energy: -586.180715 a.u.
frontier orbital gap: 8.39 eV
max |F|: 4.152 eV Å⁻¹
ΔE to the lowest compared entry with this formula, charge and spin: 71.3 kcal/mol

CARTESIAN COORDINATES (ANGSTROEM)
C (-2.94, -0.22, -0.18)
C (1.91, 0.46, 0.29)
N (-3.00, 0.77, 0.40)
N (0.19, -1.44, -0.65)
S (0.23, -0.36, 0.32)
H (1.90, 1.38, 0.97)
H (1.89, 0.74, -0.82)
H (2.61, -0.28, 0.47)
H (-2.78, -1.05, -0.81)

---

3.
ORCA calculation (wB97M-V/def2-TZVPD) on one molecule with the formula C2H4N2S2 in a non-equilibrium geometry.

## Properties
HOMO level: -8.52 eV
molecular weight: 120.20 g mol⁻¹
DFT total energy: -984.390065 a.u.
frontier orbital gap: 8.90 eV
max |F|: 3.009 eV Å⁻¹
ΔE to the lowest compared entry with this formula, charge and spin: 78.3 kcal/mol

CARTESIAN COORDINATES (ANGSTROEM)
C (-0.50, -0.40, -2.18)
N (-0.52, 0.02, -0.95)
S (1.02, -0.51, -0.12)
C (1.16, 0.06, 1.52)
N (0.40, 0.45, 2.47)
S (-1.28, 0.66, 2.22)
H (0.29, -1.03, -2.62)
H (-1.30, -0.09, -3.01)
H (2.12, -0.15, 1.85)
H (-1.40, 0.99, 0.82)